Record 1
The following is a DFT calculation (ωB97M-V with the def2-TZVPD basis set) of a cluster of 10 separate species, C41H86N3O10 in total.

Summary:
**LUMO**: -1.4818 eV
**Charge**: +1
**Frontier orbital gap**: 9.1 eV

XYZ file:
```
140
C41H86N3O10 | the Open Molecules 2025 dataset | ωB97M-V with the def2-TZVPD basis set
C -0.01841 -2.50908 -0.59206
C -0.13800 -3.11682 -2.00215
C 1.17788 -3.62606 -2.60623
C 1.84718 -2.66716 -3.59776
C 2.38556 -1.45826 -2.83246
N 2.54250 -0.18712 -3.64397
C 3.79495 0.51645 -3.14433
C 3.86637 2.02853 -3.37544
N 4.82829 2.50674 -2.38540
N 2.58642 2.71084 -3.20224
C 1.62614 2.06270 -4.12696
C 1.30583 0.67120 -3.59714
C 0.13407 0.04647 -4.34956
C -1.16574 0.87033 -4.15782
C -2.27940 0.05581 -3.51112
C -3.06757 -0.87175 -4.48394
O -2.71249 -0.70986 -5.84264
C -1.85871 -1.71603 -6.36753
H -0.01413 -1.41560 -0.64515
H -0.85807 -2.78121 0.03902
H 0.92903 -2.78559 -0.13357
H -0.79613 -3.97952 -1.90246
H -0.66164 -2.43566 -2.67084
H 1.02698 -4.58976 -3.08823
H 1.89965 -3.80646 -1.80659
H 2.70984 -3.18909 -4.01310
H 1.22084 -2.40528 -4.44580
H 3.38385 -1.71482 -2.49016
H 1.80574 -1.19736 -1.95194
H 2.70600 -0.43554 -4.62615
H 3.90163 0.35592 -2.07523
H 4.62788 0.04305 -3.65839
H 4.26823 2.30779 -4.34614
H 4.37805 2.46517 -1.47475
H 5.08091 3.46439 -2.59207
H 2.22708 2.48912 -2.27423
H 0.74192 2.68455 -4.18552
H 2.11115 1.99105 -5.10266
H 1.01052 0.74066 -2.54862
H -0.07923 -0.95016 -3.98771
H 0.39203 0.01354 -5.40959
H -0.95741 1.69747 -3.47690
H -1.47472 1.30560 -5.10196
H -2.99902 0.74211 -3.06637
H -1.88073 -0.52788 -2.68084
H -4.12783 -0.64334 -4.39692
H -2.95695 -1.91124 -4.16704
H -1.32762 -2.25685 -5.58417
H -2.43189 -2.43936 -6.95096
H -1.15436 -1.23701 -7.04654
C 4.99815 5.15382 -5.42967
C 5.79676 4.15586 -6.23182
O 5.62671 2.96054 -6.11133
C 6.81588 4.71000 -7.19107
H 4.29554 4.63497 -4.77853
H 5.66792 5.76296 -4.82060
H 4.43992 5.80866 -6.09984
H 7.55515 5.30158 -6.64923
H 6.32587 5.34701 -7.92876
H 7.31835 3.89289 -7.70280
C 0.34415 -6.71027 1.45754
C -0.84996 -5.80228 1.64345
O -1.47414 -5.38900 0.69122
C -1.22167 -5.43825 3.05694
H 0.50367 -6.89383 0.39677
H 1.23630 -6.24434 1.87967
H 0.17182 -7.66189 1.96196
H -0.38349 -4.92625 3.53541
H -1.45197 -6.34366 3.62196
H -2.09351 -4.78333 3.06115
C 4.75163 -0.40507 1.13096
C 3.52736 0.46157 1.29218
O 2.88656 0.83329 0.32790
C 3.13683 0.84298 2.69108
H 4.92694 -0.60785 0.07553
H 5.62415 0.10230 1.54395
H 4.61058 -1.34969 1.65787
H 3.94339 1.40251 3.16607
H 2.93446 -0.05620 3.27617
H 2.24857 1.46459 2.67199
C -5.54582 -2.79395 4.85634
C -4.76692 -2.96453 3.57715
O -3.80383 -3.69914 3.51586
C -5.24501 -2.17609 2.38840
H -5.10381 -3.40648 5.63848
H -5.52280 -1.74983 5.17035
H -6.58143 -3.10183 4.70437
H -5.21247 -1.11352 2.61121
H -6.27171 -2.45383 2.14664
H -4.60737 -2.38680 1.53137
C -0.01137 4.21144 5.34505
C 0.79509 4.05568 4.08578
O 1.78284 3.35259 4.04147
C 0.32406 4.81751 2.87062
H 0.42960 3.61878 6.13942
H -0.02427 5.25525 5.65453
H -1.03634 3.87547 5.17361
H 0.31989 5.88806 3.08025
H -0.68720 4.50591 2.60500
H 0.99081 4.61993 2.03362
C 3.16267 6.97489 7.82887
C 2.50230 5.61943 7.77764
O 1.29882 5.50243 7.72782
C 3.41041 4.41490 7.78910
H 2.40159 7.75147 7.81468
H 3.75169 7.06886 8.74227
H 3.82197 7.10296 6.96876
H 4.00988 4.40770 8.70076
H 4.07712 4.44234 6.92582
H 2.81327 3.50710 7.74745
C -8.46805 1.41481 4.00557
C -7.71277 1.27758 2.70770
O -6.74256 0.55921 2.61376
C -8.22092 2.07408 1.53219
H -8.00232 0.79303 4.76681
H -8.45610 2.45423 4.33679
H -9.50378 1.09960 3.87015
H -8.19928 3.13954 1.76578
H -9.24675 1.78447 1.29991
H -7.59208 1.88544 0.66526
C 5.73403 -0.53490 -6.43744
C 5.07842 -1.88884 -6.45670
O 3.86889 -2.00353 -6.43518
C 5.97977 -3.09344 -6.50652
H 4.97019 0.24061 -6.41554
H 6.36876 -0.43491 -5.55442
H 6.34574 -0.39569 -7.32898
H 6.63358 -3.10603 -5.63298
H 6.59523 -3.06178 -7.40639
H 5.37940 -4.00006 -6.51766
C -9.60011 -3.12858 8.29589
C -8.17752 -3.32752 7.83297
O -7.34268 -2.46237 7.96104
C -7.84344 -4.65765 7.20195
H -9.70596 -2.13658 8.72837
H -10.28564 -3.22696 7.45254
H -9.85680 -3.87584 9.04820
H -8.45670 -4.81456 6.31291
H -8.02778 -5.46465 7.91247
H -6.79386 -4.66656 6.91962
```

Mulliken atomic charge list, values in e, 8 entries:
1 C -1.514
2 C 0.378
3 C -1.356
4 C -0.402
5 C -0.871
6 N 0.457
7 C -0.505
8 C 0.545

Record 2
The following is a DFT calculation (ωB97M-V with the def2-TZVPD basis set) of a cluster of 7 separate species, C41H87FN10O7 in total.

Summary:
**Structure (SMILES)**: [H]/N=C(/C)Cc1c([C@H](F)CC)cc2nccnc2c1CCC(N)=O.COC[C@@H](C)N.COC[C@@H](C)N.COC[C@@H](C)N.COC[C@@H](C)N.COC[C@@H](C)N.COC[C@@H](C)N
**LUMO**: -1.2821 eV
**Charge**: 0
**Frontier orbital gap**: 6.9 eV

XYZ file:
```
146
C41H87FN10O7 | the Open Molecules 2025 dataset | ωB97M-V with the def2-TZVPD basis set
H -4.58699 -3.34288 -1.49839
N -5.08872 -3.40371 -2.41091
C -4.27559 -2.91374 -3.44151
C -4.91211 -2.98944 -4.95066
C -2.78358 -2.37537 -3.03077
C -1.58880 -2.75119 -4.08715
C -0.54663 -1.55974 -4.59937
C -0.63778 0.02159 -4.11946
F -0.44770 0.82788 -5.38354
C 0.60499 0.40142 -3.06711
C 0.99803 -0.90645 -2.10481
C 0.70136 -1.90944 -5.64886
C 0.96311 -3.44317 -6.26177
N 2.13172 -3.58976 -7.19436
C 2.17778 -5.02408 -7.64426
C 1.17505 -6.23219 -7.21459
N 0.05478 -6.02472 -6.23652
C -0.05776 -4.60493 -5.75877
C -1.29237 -4.28640 -4.68005
C -2.24520 -5.53254 -4.18453
C -2.05497 -5.70092 -2.53198
C -1.08502 -7.04328 -2.29842
N -1.74446 -8.42663 -2.39944
O 0.23234 -6.93728 -1.98731
H -4.43842 -2.24715 -5.72497
H -6.06157 -2.69065 -4.84239
H -4.93101 -4.09844 -5.39115
H -2.50518 -2.91115 -2.00547
H -2.88107 -1.23539 -2.78789
H -1.68617 0.33700 -3.70610
H 0.32052 1.31933 -2.36705
H 1.57822 0.64611 -3.69652
H 1.66747 -1.69938 -2.68858
H 1.67171 -0.50208 -1.21860
H 0.03487 -1.41790 -1.63325
H 1.44483 -1.03960 -5.96379
H 3.04413 -5.30504 -8.41668
H 1.30528 -7.32346 -7.66620
H -1.96579 -6.57623 -4.63354
H -3.39595 -5.36130 -4.45258
H -3.07500 -5.81235 -1.96755
H -1.40921 -4.78672 -2.18299
H -1.44376 -8.81630 -3.33834
H -2.78552 -8.22496 -2.43008
C 7.48849 1.32627 -1.83537
O 7.16035 -0.03749 -2.05232
C 6.35356 -0.62182 -1.02540
C 4.84193 -0.32071 -1.15453
C 4.46156 1.09094 -0.71452
N 4.36471 -0.53759 -2.52840
H 7.62558 1.55644 -0.77449
H 6.71966 1.96756 -2.27032
H 8.42580 1.53746 -2.35930
H 6.48994 -1.70484 -1.12544
H 6.73490 -0.35440 -0.03281
H 4.31196 -1.01714 -0.49397
H 4.73249 1.85163 -1.45154
H 3.37750 1.16413 -0.56687
H 4.94290 1.34906 0.23473
H 4.53654 -1.51098 -2.78278
H 4.98552 -0.01315 -3.15145
C -0.73317 -1.04161 1.23354
O -0.36602 0.21681 0.68934
C -0.88188 1.34328 1.40480
C -0.05977 1.73429 2.65525
C -0.29017 0.81151 3.84958
N 1.37995 1.78292 2.36005
H -1.73673 -1.02844 1.66934
H 0.00298 -1.35473 1.97622
H -0.71656 -1.77902 0.42508
H -0.84122 2.18218 0.70043
H -1.94099 1.19698 1.64776
H -0.38143 2.73794 2.95764
H 0.22008 -0.14989 3.74651
H 0.08978 1.27553 4.76755
H -1.35811 0.61697 3.99476
H 1.53826 2.47255 1.62448
H 1.62836 0.89498 1.91453
C -3.60085 7.60283 0.53602
O -4.34867 6.42599 0.27069
C -3.95874 5.73368 -0.91908
C -2.72627 4.81522 -0.74644
C -1.40225 5.57398 -0.69844
N -2.84162 3.97934 0.45785
H -3.30747 8.12357 -0.38049
H -2.72215 7.35789 1.13555
H -4.22611 8.27545 1.13124
H -4.81399 5.10156 -1.18462
H -3.82547 6.43570 -1.75070
H -2.68624 4.15368 -1.61992
H -1.23434 6.07238 0.26004
H -0.56308 4.88439 -0.84874
H -1.35463 6.33031 -1.48907
H -3.68069 3.40409 0.37561
H -3.05408 4.60371 1.24120
C -2.07715 -6.71862 1.29256
O -3.32083 -6.35863 0.71096
C -4.46390 -6.90878 1.37250
C -4.91377 -6.12250 2.62620
C -4.03141 -6.36633 3.84809
N -4.97547 -4.67720 2.36242
H -2.08955 -7.73221 1.70452
H -1.80353 -5.99526 2.06291
H -1.31116 -6.67145 0.51237
H -5.27715 -6.86481 0.63885
H -4.30902 -7.97088 1.59639
H -5.92230 -6.46692 2.88401
H -3.07549 -5.83874 3.79216
H -4.53479 -6.01536 4.75681
H -3.82462 -7.43418 3.97587
H -5.64038 -4.51253 1.60578
H -4.07613 -4.40446 1.95567
C -1.03317 7.84134 3.32224
O -0.66602 9.09976 2.77805
C -1.18188 10.22623 3.49350
C -0.35977 10.61724 4.74396
C -0.59017 9.69446 5.93829
N 1.07995 10.66586 4.44876
H -2.03673 7.85451 3.75805
H -0.29701 7.52822 4.06493
H -1.01656 7.10393 2.51378
H -1.14122 11.06513 2.78914
H -2.24099 10.07994 3.73646
H -0.68143 11.62089 5.04635
H -0.07992 8.73306 5.83521
H -0.21022 10.15848 6.85625
H -1.65811 9.49992 6.08347
H 1.23826 11.35550 3.71319
H 1.32836 9.77793 4.00324
C 6.62285 -1.41411 2.58812
O 5.37917 -1.05412 2.00652
C 4.23610 -1.60428 2.66806
C 3.78623 -0.81800 3.92175
C 4.66859 -1.06182 5.14365
N 3.72453 0.62731 3.65797
H 6.61045 -2.42770 3.00007
H 6.89647 -0.69075 3.35847
H 7.38884 -1.36694 1.80793
H 3.42285 -1.56031 1.93441
H 4.39098 -2.66637 2.89195
H 2.77770 -1.16241 4.17957
H 5.62451 -0.53424 5.08772
H 4.16521 -0.71086 6.05237
H 4.87538 -2.12967 5.27142
H 3.05962 0.79197 2.90134
H 4.62387 0.90005 3.25123
```

Mulliken atomic charge list, values in e, 8 entries:
1 H 0.284
2 N -0.700
3 C 0.317
4 C -0.914
5 C 0.009
6 C 0.832
7 C -0.173
8 C 0.132

Record 3
The following is a DFT calculation (ωB97M-V with the def2-TZVPD basis set) of a cluster of 9 separate species, C41H88F6N9O17S6 in total.

Summary:
**LUMO**: -9.1496 eV
**Charge**: +3
**Frontier orbital gap**: 5.1 eV

XYZ file:
```
167
C41H88F6N9O17S6 | the Open Molecules 2025 dataset | ωB97M-V with the def2-TZVPD basis set
C -1.21518 2.38783 -0.38052
C -0.71381 1.17512 0.35809
O -0.77502 1.00137 1.54039
N -0.38780 0.02383 -0.56727
H -1.32537 -0.28528 -0.86677
H 0.14786 0.43904 -1.34438
C 0.32724 -1.18500 0.00410
H -1.96615 2.93343 0.18737
H -1.71630 2.03414 -1.28555
H -0.45256 3.08917 -0.72080
H 1.12109 -0.80653 0.64308
H 0.67066 -1.73370 -0.86984
H -0.41922 -1.74568 0.56141
C -1.19336 4.94310 2.47817
C -2.02671 6.11066 2.02054
O -2.51557 6.18405 0.93453
N -1.93355 7.31761 2.93615
H -2.27878 7.09426 3.86965
H -0.93959 7.52142 3.03452
C -2.80753 8.43357 2.43224
H -0.40724 4.58236 1.81322
H -1.78628 4.03047 2.56509
H -0.71607 5.29048 3.39528
H -2.81702 9.23304 3.16805
H -3.76273 7.96474 2.21133
H -2.37094 8.77087 1.49467
C 3.05660 0.49427 2.49622
C 2.69266 0.34870 4.01246
C 1.39248 -0.43833 4.14954
C 1.20821 -0.83715 5.60499
C 2.31467 -1.63687 6.20737
C 3.72809 -0.97304 6.06195
N 3.83659 -0.38830 4.72067
O 4.95973 0.02812 4.35989
C 4.69164 -2.12913 6.23316
C 3.88731 0.05429 7.20042
C 2.65496 1.80917 4.53993
H 2.25952 0.91803 1.88619
H 3.45507 -0.39773 2.01104
H 3.84811 1.23453 2.36245
H 1.45466 -1.39552 3.62710
H 0.53047 0.14071 3.82411
H 0.35319 -1.50980 5.70777
H 0.90683 0.01448 6.22165
H 2.29049 -2.61942 5.73006
H 2.10322 -1.84133 7.25596
H 4.64902 -2.73982 5.32900
H 4.56876 -2.69029 7.15524
H 5.75153 -1.86428 6.18273
H 3.13215 0.83331 7.12322
H 4.85368 0.56024 7.13315
H 3.93605 -0.43315 8.17144
H 3.62818 2.27864 4.66720
H 2.14568 1.77414 5.50621
H 1.98894 2.50361 4.02844
C 4.76468 -0.47317 -0.92231
C 4.98542 -0.73622 -2.43135
C 3.65173 -0.79080 -3.21305
C 3.71761 -0.70814 -4.72715
C 4.56942 0.47683 -5.16623
C 5.98372 0.61275 -4.65077
N 5.85132 0.34077 -3.12376
O 6.50558 1.04308 -2.38857
C 6.47314 2.03250 -4.91585
C 6.98179 -0.38002 -5.32701
C 5.66287 -2.06375 -2.73926
H 4.28166 0.49132 -0.76565
H 5.72525 -0.44786 -0.40760
H 4.14726 -1.27057 -0.51195
H 3.07759 0.05788 -2.83318
H 3.00232 -1.60035 -2.87368
H 2.71904 -0.74703 -5.16244
H 4.04846 -1.67159 -5.13014
H 3.98455 1.39559 -5.08040
H 4.55192 0.48193 -6.26063
H 5.78840 2.76394 -4.49016
H 6.53051 2.18681 -5.99218
H 7.50038 2.05572 -4.55204
H 7.30175 -0.13473 -6.33764
H 6.44433 -1.31503 -5.49037
H 7.82709 -0.49549 -4.64969
H 6.62958 -1.94586 -2.24579
H 5.64930 -2.41193 -3.76713
H 5.08699 -2.80629 -2.18516
C -4.37086 4.56605 -1.05596
C -5.65873 5.39201 -1.16311
C -5.96943 5.88552 -2.55884
C -6.72577 4.80980 -3.39879
C -7.94475 4.29248 -2.65086
C -7.74527 3.76434 -1.21537
N -6.85731 4.70812 -0.47221
O -6.86005 4.69052 0.74687
C -7.15420 2.36803 -1.26755
C -9.14472 3.86424 -0.53075
C -5.36282 6.69792 -0.36710
H -4.01524 4.31610 -0.05847
H -3.64880 5.20352 -1.56417
H -4.46311 3.61004 -1.57428
H -5.06295 6.24888 -3.03973
H -6.65933 6.73251 -2.55843
H -6.03744 3.98775 -3.61413
H -7.02315 5.19828 -4.37137
H -8.50452 3.61082 -3.29351
H -8.64473 5.12687 -2.77240
H -7.92265 1.69968 -1.65355
H -6.94676 2.01224 -0.25596
H -6.22659 2.25348 -1.82670
H -9.82698 3.30295 -1.16624
H -9.50728 4.88754 -0.43027
H -9.16536 3.50186 0.49665
H -6.25622 7.16847 0.04427
H -4.74483 7.40780 -0.91189
H -4.79351 6.43534 0.52470
C -1.86162 -4.17082 -1.54983
C -0.69074 -5.16390 -1.71902
C -0.66001 -6.22580 -0.62015
N 0.50027 -7.21970 -0.65389
C 0.37341 -8.14945 -1.85786
C 1.85805 -6.63147 -0.52415
C 2.71955 -7.78408 0.01097
C 1.75962 -8.82189 0.54685
C 0.46069 -8.08114 0.58968
H -1.86186 -3.87609 -0.49947
H -2.77790 -4.75951 -1.62408
H -1.82408 -3.42746 -2.34106
H 0.27884 -4.66639 -1.62017
H -0.68790 -5.65101 -2.69442
H -1.52240 -6.89413 -0.65513
H -0.65168 -5.78294 0.37655
H -0.50458 -8.79290 -1.78053
H 1.17297 -8.82742 -2.14182
H 0.05744 -7.46999 -2.64761
H 2.09131 -6.32775 -1.54398
H 1.72950 -5.81132 0.18228
H 3.40070 -8.07939 -0.78740
H 3.38082 -7.52582 0.83750
H 1.62334 -9.73576 -0.03345
H 2.02138 -9.19172 1.53719
H -0.46286 -8.65828 0.57697
H 0.40773 -7.39219 1.43394
N -1.01711 -5.58608 3.74422
S -1.00478 -4.01914 3.11579
O -0.26602 -3.72667 1.92375
O -1.09336 -3.00917 4.14205
F -2.51611 -4.08589 2.54611
S 0.49316 -5.52205 4.06903
O 0.97201 -4.64110 5.11431
O 1.31242 -5.90001 2.93586
F 0.54997 -6.89568 4.92186
N -2.91286 -0.65240 -1.67900
S -4.19494 -0.33990 -0.60223
O -5.52497 -0.78229 -0.96034
O -4.03325 0.82120 0.21528
F -3.84938 -1.50618 0.43244
S -3.69189 -0.57306 -3.00794
O -4.40672 0.66876 -3.22064
O -4.14423 -1.82446 -3.52395
F -2.38884 -0.28550 -3.89580
N 1.10207 1.48492 -2.33175
S 0.82152 1.75531 -3.83431
O 1.80985 2.16845 -4.76818
O -0.56087 2.09166 -4.03288
F 0.67195 0.16905 -4.09157
S 2.13844 2.72808 -2.00246
O 1.49954 4.01713 -2.07298
O 3.51910 2.51798 -2.33420
F 2.16654 2.45941 -0.42246
```

Mulliken atomic charge list, values in e, 8 entries:
1 C -0.448
2 C 0.560
3 O -0.514
4 N 1.844
5 H 0.057
6 H -0.115
7 C -0.630
8 H 0.061